(1)
88
Properties=species:S:1:pos:R:3:forces:R:3 method="wB97M-V/def2-TZVPD" orbital_gap_ev=8.31 total_charge=+1 multiplicity=1
C 3.053437 -3.215524 6.676302 0.2983 0.1051 -0.4984
C 2.219452 -3.315994 5.386644 0.0697 0.3416 0.7882
C 1.799157 -1.923768 4.919745 0.2546 0.1750 -0.1883
C 3.005151 -0.993527 4.644278 -0.5938 0.0287 0.2745
C 0.849016 -1.894820 3.757472 -0.3399 -0.4632 -0.3088
C 0.691089 -2.692426 2.657259 0.4801 0.1164 0.7800
C 1.384043 -3.922167 2.173492 -0.4301 0.0290 -0.4357
C 0.509954 -5.195122 2.201620 0.1000 0.0465 -0.0726
O -0.853199 -4.867031 2.098723 0.0523 0.1718 -0.1219
C 0.712200 -6.043793 3.447784 -0.1565 -0.0772 -0.1594
F 2.011850 -6.282407 3.653447 0.2703 -0.0369 0.0891
F 0.214131 -5.469032 4.544968 -0.1200 0.0503 0.0985
F 0.098183 -7.220284 3.292504 -0.0708 -0.1294 0.0270
N -0.303412 -2.067382 1.923518 -0.1707 0.0575 0.0685
F -0.731855 -2.432354 0.711003 -0.0379 -0.0930 -0.0894
C -0.771520 -0.971395 2.503369 0.1105 -0.0567 -0.2097
N -1.750759 -0.168868 1.990774 0.6850 0.2379 -0.1405
N -0.092832 -0.848581 3.645709 -0.0094 0.2277 -0.0525
C -0.327035 0.262002 4.579312 -0.1107 0.0330 -0.1064
C -1.700473 0.213515 5.264233 0.2523 -0.0931 0.0613
C -2.095335 -1.199040 5.735915 0.2218 0.3308 -0.1394
C -3.119456 -1.921702 4.868537 0.1375 0.0154 0.3428
F -2.488627 -2.744307 3.980501 -0.0592 0.1163 -0.0837
F -3.881014 -1.057215 4.159901 -0.0256 -0.0915 -0.0943
C -4.082015 -2.796892 5.703244 0.0952 0.0990 -0.4847
F -3.397982 -3.550906 6.551854 0.3540 -0.2796 0.3043
F -4.789527 -3.581618 4.911125 -0.2576 -0.2487 -0.2569
F -4.908612 -2.025113 6.391959 -0.2137 0.3289 0.2819
H 3.046257 -4.155129 7.219643 -0.0848 -0.0248 0.1062
H 2.709770 -2.405535 7.318073 -0.1665 -0.0960 0.1751
H 4.094329 -2.999272 6.433016 0.0308 0.0420 0.0630
H 2.832982 -3.823306 4.646606 -0.1930 -0.1521 -0.1551
H 1.321124 -3.885303 5.610117 0.0709 -0.1396 -0.2436
H 1.257923 -1.492267 5.764158 -0.0979 -0.0431 0.0672
H 3.367325 -0.592470 5.588533 0.2582 -0.1028 -0.0071
H 3.803355 -1.525741 4.134848 0.0756 0.0307 -0.1157
H 2.683096 -0.140247 4.048447 0.1698 0.0415 -0.1498
H 2.314903 -4.071993 2.706045 0.0103 0.0148 0.0857
H 1.651629 -3.755217 1.128560 0.0614 0.0464 -0.0086
H 0.821176 -5.824552 1.367103 0.0989 -0.0867 0.0250
H -1.281406 -5.480134 1.494700 -0.1107 -0.0561 0.0668
H -1.808711 -0.267154 0.981534 -0.2787 -0.1661 0.0452
H -1.573526 0.808982 2.198206 -0.2632 -0.0135 0.1693
H -0.191661 1.189797 4.021082 -0.0408 0.0848 0.0510
H 0.459042 0.245430 5.323952 0.1176 -0.1236 -0.0349
H -2.453404 0.673096 4.630994 -0.1654 -0.1377 -0.0110
H -1.611099 0.845009 6.146228 -0.0598 0.1298 -0.0267
H -1.201819 -1.822446 5.752056 -0.0835 -0.2172 0.1523
H -2.460705 -1.150394 6.757417 -0.1436 0.0016 0.0292
C 1.178621 -0.235051 -3.169037 -0.0119 -0.0251 -0.0233
C 0.555494 -0.705684 -1.856802 -0.0066 0.0474 0.0756
C 1.473668 -1.864462 -1.483252 0.0075 -0.0492 -0.0734
O 2.759275 -1.544841 -1.992005 -0.0019 0.0309 0.0251
C 2.662284 -0.429829 -2.890328 -0.0107 0.0854 0.0542
H 0.928221 0.789426 -3.437005 -0.0035 -0.0068 -0.0419
H 0.859655 -0.883052 -3.987022 -0.0125 0.0175 -0.0131
H 0.621386 0.089177 -1.105772 0.0182 -0.0085 -0.0037
H -0.488755 -1.006188 -1.950019 0.0075 -0.0154 -0.0408
H 1.133093 -2.801430 -1.940387 -0.0666 -0.0008 0.0500
H 1.551302 -2.015398 -0.402462 0.0574 0.0078 -0.0045
H 3.094453 0.449310 -2.401782 -0.0021 0.0123 -0.0249
H 3.240774 -0.645475 -3.787009 0.0179 -0.0452 0.0134
C -1.971817 3.175260 -6.696665 -0.0144 -0.0911 -0.0426
C -2.611969 2.716506 -5.389359 0.0117 0.0718 0.0389
C -1.706692 1.557774 -4.996979 0.0407 -0.0765 -0.0862
O -0.408534 1.868394 -5.499383 -0.0079 0.0322 0.0264
C -0.491051 2.985036 -6.404408 -0.0126 -0.0391 0.1287
H -2.214976 4.199694 -6.964839 0.0073 0.0490 0.0029
H -2.283858 2.523646 -7.515783 0.0056 0.0109 -0.0024
H -2.552396 3.512845 -4.643557 -0.0010 -0.0072 0.0004
H -3.655272 2.420453 -5.488944 0.0009 -0.0074 -0.0187
H -2.042431 0.619024 -5.452200 -0.0627 0.0026 0.0379
H -1.647063 1.414752 -3.914833 0.0336 -0.0189 0.0036
H -0.063895 3.863695 -5.918745 -0.0023 0.0556 -0.0278
H 0.095593 2.767019 -7.294721 0.0391 -0.0271 0.0186
C -0.572023 7.997630 -7.698700 -0.0160 -0.0070 0.0728
C 0.934347 8.076452 -7.467215 0.0138 0.0083 -0.0764
C 1.252719 6.655838 -7.023669 -0.0109 -0.0521 0.0582
O 0.314188 5.803977 -7.687414 -0.0971 0.1025 -0.0103
C -0.719004 6.598948 -8.281076 0.1021 0.0104 -0.0716
H -0.954767 8.770883 -8.362269 0.0086 0.0031 -0.0141
H -1.104217 8.069966 -6.747415 -0.0024 -0.0022 -0.0066
H 1.446039 8.302146 -8.404861 0.0076 -0.0007 0.0058
H 1.228208 8.822761 -6.731194 -0.0134 0.0002 0.0149
H 1.127980 6.539048 -5.940763 0.0243 0.0340 0.0004
H 2.262852 6.344036 -7.289991 -0.0059 -0.0430 -0.0055
H -0.578534 6.602693 -9.366600 -0.0274 0.0236 -0.0046
H -1.687485 6.149622 -8.062043 -0.0053 -0.0563 0.0077

***

(2)
88
Properties=species:S:1:pos:R:3:forces:R:3 method="wB97M-V/def2-TZVPD" de_lowest_kcal_mol=387.17 orbital_gap_ev=7.50 total_charge=0 smiles="O=[N+]([O-])c1ccccc1.O=[N+]([O-])c1ccccc1.CN(C)C=O.CN(C)C=O.CN(C)C=O.CN(C)C=O.CN(C)C=O" multiplicity=1
O -2.204805 6.355984 -2.226086 0.2336 0.7533 0.9552
N -1.078047 6.826711 -2.168444 0.1899 -0.6714 -2.4145
O -0.726281 7.975156 -1.991469 -1.3075 0.1848 1.0473
C -0.022766 5.973325 -2.684873 4.5240 -3.1002 -2.0184
C 1.319496 6.645078 -2.881969 0.9941 -1.2694 -0.6582
C 2.520412 5.841035 -3.396246 -3.0091 -0.6807 0.7136
C 2.297853 4.341142 -3.777307 -1.4601 6.4197 2.3011
C 1.017596 3.806440 -3.590685 -1.6686 0.2221 -0.5857
C -0.187826 4.514688 -3.121942 1.4980 3.0097 1.2499
H 1.411732 7.837651 -2.684961 -0.1716 -3.4282 -0.3975
H 3.584468 6.347528 -3.479438 -2.5510 -1.1479 0.0569
H 3.185574 4.017365 -4.227898 0.6475 -1.6094 -0.5574
H 0.815878 2.790056 -3.991471 0.2040 0.6714 0.5598
H -1.217003 4.027875 -3.010711 1.9120 0.7095 -0.2692
O -2.244629 0.842880 -0.613008 0.8612 0.3308 -1.0813
N -1.152453 1.018531 -1.216265 -3.4995 -1.8008 3.7188
O -1.001634 1.790014 -2.081194 0.8749 2.0330 -2.7385
C -0.124811 0.252697 -0.679799 7.3585 -4.7673 1.0085
C -0.357866 -0.980404 0.234119 4.1322 2.3693 1.1100
C 0.868713 -1.644307 0.981627 -0.3781 2.7944 -4.5942
C 2.269846 -1.311680 0.485317 -3.1031 -1.5033 1.8328
C 2.475854 -0.437627 -0.575033 -8.7096 1.9929 1.0183
C 1.398513 0.455651 -1.203357 -3.5594 -7.3361 8.1056
H -1.359156 -1.160148 0.654685 0.5415 0.0095 -0.5579
H 0.662419 -2.464106 1.683557 0.1531 0.6126 -0.2589
H 3.161846 -1.833625 0.983177 -1.4668 0.8583 -0.9109
H 3.368947 -0.397981 -0.927629 5.6253 0.7095 -2.2963
H 1.668240 0.991281 -1.961076 1.1183 3.6093 -4.3125
C 0.935769 -5.804477 2.480235 -2.4981 1.7172 -1.0756
N 1.709083 -4.929254 3.326124 1.6465 -1.8826 -3.9521
C 3.044134 -4.799605 2.935072 0.9734 9.4284 3.4994
C 1.066661 -4.268880 4.193466 -0.5258 2.4041 4.0290
O 1.496620 -3.485414 5.041766 -0.0161 -0.0547 -0.7588
H 1.170559 -6.035570 1.473545 1.5774 1.2017 -1.4251
H -0.111382 -5.418422 2.319610 0.8484 -0.5938 0.8404
H 0.975879 -6.773348 2.784301 -0.5284 -2.8515 1.9490
H 3.804265 -4.477253 3.717226 -1.3926 -0.7110 -0.3632
H 3.234846 -4.005311 2.162433 -0.6317 -0.4941 0.3114
H 3.285240 -5.601523 2.559332 3.0269 -8.2807 -3.7991
H 0.089245 -4.623507 4.119430 -2.5969 0.2308 0.7201
C 5.493330 -0.153564 -3.511976 3.4379 7.3581 -0.2707
N 5.684375 0.125682 -2.094297 -0.0113 2.4238 -2.3217
C 5.554521 1.501475 -1.597896 1.0362 -2.8682 0.3091
C 5.958064 -0.873132 -1.330611 0.9239 1.0504 4.6439
O 6.125437 -0.742289 -0.111651 -0.1315 -0.4617 -0.2188
H 4.996555 0.806367 -4.040232 0.9880 -2.1945 1.2605
H 4.851507 -0.884909 -3.531324 -2.8380 -4.5434 -1.2429
H 6.554704 -0.159927 -3.861470 -1.2483 -0.9572 -0.8709
H 6.128547 1.635848 -0.718719 -0.6756 -0.2962 1.6658
H 4.549982 1.589538 -1.728632 -3.2485 1.2627 1.4220
H 5.918032 2.270747 -2.152575 1.6918 1.5539 -2.8774
H 6.112822 -1.798504 -1.755168 0.0259 -2.3436 -1.5266
C -4.316393 -1.388725 1.252237 5.0586 1.9387 0.7612
N -3.682049 -2.710385 1.643088 -1.0219 0.6081 0.6815
C -4.419283 -3.928902 1.213026 7.0652 -1.5768 0.5398
C -2.752855 -2.801447 2.681205 -0.9758 -1.8458 -2.2751
O -2.382595 -3.921899 3.055484 0.1471 1.7794 0.3719
H -4.424464 -0.613240 2.145046 0.4376 -1.8013 -1.7892
H -5.237861 -1.639398 0.893126 -2.4409 -0.2679 -1.2170
H -3.581262 -0.861856 0.376632 -2.3531 -1.3006 2.3864
H -3.620835 -4.875530 1.142586 -1.8822 2.5820 0.3865
H -4.810557 -3.924669 0.289487 -1.1293 1.0473 -3.5800
H -5.141981 -4.269146 1.804979 -2.8723 -0.9338 3.1775
H -2.361318 -1.802216 2.925880 0.1215 -0.2326 0.5571
C -4.678622 1.766390 -2.922254 -1.9270 -1.9402 -1.3801
N -5.539845 0.556623 -3.068731 1.0222 0.3983 2.1512
C -5.979724 0.205039 -4.398439 -1.6021 2.2528 1.0261
C -5.657611 -0.318534 -1.971042 -0.9248 -3.0283 -2.5456
O -6.065418 -1.510027 -2.218246 1.1465 3.7013 1.7344
H -4.557362 1.739208 -1.911855 0.3619 1.3509 3.0129
H -5.118739 2.636989 -3.387498 -0.1460 0.2690 0.2662
H -3.705283 1.580039 -3.276792 1.2327 -0.2109 -1.0468
H -6.156455 -0.813984 -4.399442 -1.5084 -1.9943 0.1760
H -5.152717 0.207396 -5.063997 0.6990 1.1470 -0.9877
H -6.914576 0.912697 -4.626782 2.1266 -1.8082 -0.2163
H -5.358636 0.008219 -0.888662 -0.4209 -0.0941 -2.1580
C 0.806759 1.956034 5.337562 1.6904 -3.1894 1.0951
N 0.106689 0.934751 4.504358 -1.1222 -1.5359 0.5565
C 0.651415 -0.505993 4.319305 1.5253 6.8465 0.2022
C -1.200307 1.154020 4.094879 1.7658 -0.6558 -0.5124
O -1.830898 0.420875 3.320033 0.5804 1.0190 1.3937
H 1.293883 2.637297 4.687781 0.0298 1.2151 -0.3660
H 1.749246 1.458000 5.915080 -2.4621 0.8153 -1.2542
H 0.138455 2.346517 6.104900 0.1531 0.3833 -0.2699
H 1.297723 -0.757084 5.057056 1.4942 -0.7531 2.6984
H 1.220576 -0.400419 3.479174 1.5656 -0.2832 -2.5522
H -0.074304 -1.118806 4.168589 -4.6525 -3.8126 -0.6471
H -1.521703 2.126185 4.512636 -0.5993 -0.1624 -0.3515

***

(3)
79
Properties=species:S:1:pos:R:3:forces:R:3 method="wB97M-V/def2-TZVPD" orbital_gap_ev=3.50 total_charge=-1 multiplicity=1
C 1.414183 -7.437012 2.689061 -0.4537 -0.1453 -0.1242
C 0.652585 -6.084810 2.759453 0.0208 -0.0667 0.0889
C -0.182147 -6.059466 1.544079 -0.0419 -0.0561 -0.0247
O 0.074402 -5.423741 0.518527 -0.0031 -0.1442 -0.0649
C -1.441067 -6.900001 1.547601 -0.2567 -0.1143 0.1478
C -1.472512 -8.245861 1.173719 -0.2742 0.2051 0.0628
C -2.669823 -8.960907 1.221325 0.0977 0.3035 0.0313
C -3.847224 -8.338663 1.632279 0.1609 0.1315 0.0398
C -3.825977 -6.995066 2.002415 0.3389 -0.0422 -0.1036
C -2.628153 -6.282020 1.954386 0.0508 -0.3596 -0.1448
H 0.831585 -8.199189 3.228061 0.0372 -0.0164 0.0310
H 1.467244 -7.798512 1.650745 0.2956 0.1634 -0.0404
H -0.013955 -6.101359 3.627650 0.1532 0.0658 0.1176
H 1.304545 -5.207598 2.808781 -0.0744 0.0505 -0.0865
H -0.550539 -8.712601 0.856046 -0.0319 -0.0427 0.0554
H -2.673037 -10.009209 0.947330 -0.0464 0.0021 -0.0204
H -4.774441 -8.897627 1.667073 -0.0076 -0.0136 0.0215
H -4.726412 -6.494572 2.337597 -0.0589 -0.0611 -0.0352
H -2.601036 -5.235442 2.235733 -0.0259 -0.0053 0.0385
C 1.529205 -2.724425 -0.035569 -0.1700 -0.2572 0.3492
C 2.580556 -2.143357 0.860497 0.1007 0.0742 -0.1196
O 2.868761 -2.567202 1.953951 -0.0589 0.0293 0.0615
C 3.291316 -0.916054 0.305574 0.1065 0.0392 0.1412
H 1.044802 -3.608949 0.391961 0.2526 0.1197 -0.0051
H 0.773161 -1.956666 -0.211971 0.0991 -0.0545 -0.1718
H 1.977584 -3.004919 -0.992293 -0.0410 0.1223 -0.0536
H 2.557374 -0.133547 0.098474 -0.0142 -0.0022 -0.0919
H 3.793890 -1.166442 -0.630709 -0.0550 0.0387 -0.0364
H 4.026186 -0.557988 1.026800 -0.0168 -0.0181 -0.0087
C -2.431677 -1.774757 -2.266917 0.0761 -0.0642 0.1361
C -1.506736 -0.613500 -2.015788 -0.0088 0.0394 -0.0701
O -0.687674 -0.639333 -1.124570 -0.0350 0.0437 -0.1090
C -1.627622 0.594956 -2.909606 0.1290 -0.0095 0.0855
H -2.227725 -2.568845 -1.552061 0.0090 0.0001 -0.0078
H -3.468922 -1.450158 -2.166809 -0.0131 0.0109 -0.0817
H -2.285921 -2.154560 -3.279619 -0.0698 0.0405 -0.0349
H -2.626309 1.029070 -2.849239 -0.0310 -0.0474 -0.0609
H -1.436135 0.319435 -3.948450 -0.0950 0.0025 -0.0203
H -0.901037 1.339392 -2.594950 -0.0208 0.0364 -0.0263
C 0.769326 4.178146 -3.175452 -0.2383 -0.0523 0.0477
C -0.094714 3.800473 -4.354540 0.0708 0.0772 -0.0029
O -1.283273 3.606646 -4.251012 -0.0037 0.0020 0.0296
C 0.607040 3.679833 -5.688166 -0.1371 -0.0422 -0.0370
H 0.167309 4.237794 -2.271879 -0.0011 -0.0181 0.0009
H 1.547718 3.426265 -3.031213 0.0775 0.0643 -0.0327
H 1.237266 5.147213 -3.357072 0.0839 -0.0375 -0.0167
H 1.385766 2.917068 -5.632948 0.0613 0.0528 0.0101
H 1.075663 4.630053 -5.949521 0.0716 -0.0216 0.0309
H -0.112395 3.407153 -6.456627 -0.0029 -0.0005 0.0036
C -1.118556 0.877629 1.575448 -0.2321 0.0385 -0.0305
C -2.328033 1.479998 2.240893 0.0383 0.0002 0.0235
O -3.387927 1.595776 1.669880 0.0008 0.0143 0.0004
C -2.154873 1.939778 3.671685 -0.1559 0.0289 -0.0164
H -1.356066 0.585134 0.559866 0.0213 0.0078 0.0390
H -0.309328 1.609513 1.554094 0.0821 -0.0294 0.0772
H -0.786793 -0.002823 2.130086 0.0990 0.0544 0.0224
H -1.374316 2.701112 3.726676 0.0588 -0.0527 0.0253
H -1.857103 1.098701 4.299840 0.0833 0.0199 -0.0019
H -3.090390 2.354139 4.040400 0.0004 0.0001 -0.0046
C 1.559690 8.089338 -0.558074 0.0771 0.0177 -0.1124
C 0.472785 7.624153 -1.496731 -0.0121 -0.0407 -0.0177
O 0.585637 7.739417 -2.696060 0.0253 -0.0058 -0.0079
C -0.748171 7.001742 -0.869523 -0.0263 -0.0514 -0.1546
H 2.383265 8.506272 -1.132968 -0.0038 0.0036 -0.0052
H 1.170408 8.850280 0.120547 -0.0155 -0.0632 0.0724
H 1.918635 7.245694 0.034436 -0.0645 0.0106 0.0652
H -1.233378 7.716233 -0.201971 0.0433 -0.0361 0.0786
H -0.457675 6.123484 -0.288537 0.0134 0.0478 0.0716
H -1.446418 6.703384 -1.648039 0.0001 -0.0013 -0.0027
C 2.175100 3.130063 2.372156 -0.1517 0.1013 -0.0422
C 2.414947 3.612517 0.963436 0.0456 0.0119 -0.0236
O 1.556894 4.179571 0.324045 -0.0211 0.0505 0.0514
C 3.787822 3.361732 0.390300 -0.0892 0.0687 -0.1355
H 1.161660 3.376587 2.678337 -0.0237 0.0075 -0.0001
H 2.319744 2.051223 2.432699 0.0813 -0.0456 0.0169
H 2.882677 3.606343 3.053228 0.0549 -0.0693 -0.0035
H 3.994226 2.290930 0.375643 0.0502 -0.0326 0.0630
H 4.545192 3.847044 1.008413 0.0176 -0.0719 0.0423
H 3.839342 3.755897 -0.622340 -0.0029 -0.0062 0.0105

***

no.,HOMO (eV),lowest unoccupied orbital energy (eV),DFT total energy (eV)
1,-10.817,-2.507,-65839.1282
2,-8.926,-1.421,-57567.0766
3,-1.707,1.795,-43059.7878